# 1
The following is a quantum chemistry calculation of one molecule with the formula C9H18N2O3S at a distorted geometry, from the Open Molecules 2025 dataset.

Each atom is followed by the atoms it is bonded to, with distances in Å.
Geometry (Å):
1 C -1.696 3.280 -0.852  C2 1.551, H16 1.080, H17 1.062, H18 1.172
2 C -1.425 2.100 0.117  C1 1.551, C3 1.579, H19 1.110, H20 1.043
3 C -2.312 0.825 -0.167  C2 1.579, C4 1.544, C5 1.505, H21 1.156
4 C -3.683 0.886 0.543  C3 1.544, H22 1.093, H23 1.108, H24 1.137
5 C -1.431 -0.304 0.296  C3 1.505, N6 1.480, C13 1.497, H25 1.095
6 N -0.059 -0.504 -0.223  C5 1.480, C7 1.362, H26 1.015
7 C 1.029 -0.406 0.590  N6 1.362, O8 1.228, C9 1.470
8 O 0.971 0.165 1.676  C7 1.228
9 C 2.207 -1.197 0.205  C7 1.470, N10 1.517, C11 1.587, H27 1.091
10 N 2.152 -1.604 -1.255  C9 1.517, H28 1.060, H29 1.018
11 C 3.505 -0.424 0.692  C9 1.587, S12 1.872, H30 1.075, H31 1.106
12 S 3.863 1.124 -0.298  C11 1.872, H32 1.373
13 C -2.215 -1.544 0.000  C5 1.497, O14 1.210, O15 1.353
14 O -2.941 -2.205 0.707  C13 1.210
15 O -2.060 -1.945 -1.284  C13 1.353, H33 0.954
16 H -2.717 3.612 -0.966  C1 1.080
17 H -1.088 4.103 -0.565  C1 1.062
18 H -1.342 2.940 -1.917  C1 1.172
19 H -1.761 2.479 1.105  C2 1.110
20 H -0.412 1.881 0.235  C2 1.043
21 H -2.517 0.703 -1.298  C3 1.156
22 H -4.364 0.174 0.071  C4 1.093
23 H -4.141 1.893 0.483  C4 1.108
24 H -3.651 0.725 1.668  C4 1.137
25 H -1.427 -0.292 1.391  C5 1.095
26 H 0.029 -1.080 -1.054  N6 1.015
27 H 2.208 -2.032 0.908  C9 1.091
28 H 2.702 -2.510 -1.284  N10 1.060
29 H 2.715 -0.817 -1.573  N10 1.018
30 H 3.477 -0.157 1.733  C11 1.075
31 H 4.376 -1.101 0.606  C11 1.106
32 H 2.526 1.416 -0.190  S12 1.373
33 H -2.708 -2.582 -1.570  O15 0.954

The calculation puts the HOMO-LUMO gap at 10.047 eV. The calculation puts the energy above the lowest of the compared OMol25 structures with the same formula, charge and spin at 26.4 kcal/mol. The total energy is -1087.15450 a.u. The value obtained for the max |F| is 4.11 eV/Å. As for the structure (SMILES): CC[C@H](C)[C@H](NC(=O)[C@@H](N)CS)C(=O)O. The spin multiplicity is 1.

# 2
The following is a quantum chemistry calculation of an isolated ion of composition C4H6NO and charge -1 at a distorted geometry, from the Open Molecules 2025 dataset.

Each atom is followed by the atoms it is bonded to, with distances in Å.
Geometry (Å):
1 C -0.599 1.442 -0.747  C2 1.557, H7 1.066, H8 1.040, H9 1.201
2 C -0.258 0.110 -0.016  C1 1.557, C3 1.372, C6 1.476
3 C 0.086 -0.031 1.304  C2 1.372, N4 1.516, H10 1.003
4 N 0.839 -1.312 1.004  C3 1.516, O5 1.317, C6 1.492
5 O 0.713 -2.453 1.651  N4 1.317
6 C 0.409 -1.145 -0.416  C2 1.476, N4 1.492, H11 1.105, H12 1.045
7 H 0.307 1.899 -1.076  C1 1.066
8 H -0.956 2.217 -0.151  C1 1.040
9 H -1.349 1.362 -1.680  C1 1.201
10 H 0.017 0.610 2.072  C3 1.003
11 H -0.338 -1.844 -0.832  C6 1.105
12 H 1.130 -0.856 -1.114  C6 1.045

As for the charge: -1. The calculation puts the HOMO-LUMO gap (alpha / beta) at 4.975 / 4.976 eV. The calculation puts the energy above the lowest of the compared OMol25 structures with the same formula, charge and spin at 50.1 kcal/mol. The total energy is -285.84587 a.u. The value obtained for the max |F| is 6.70 eV/Å. As for the structure (SMILES): CC1=CN([O-])C1. The spin multiplicity is 1.

# 3
The following is a quantum chemistry calculation of a 2-piece molecular cluster, C5H11NO overall at a distorted geometry, from the Open Molecules 2025 dataset.

Each atom is followed by the atoms it is bonded to, with distances in Å.
Geometry (Å):
1 C 1.589 2.700 -0.586  N2 1.270, H7 1.084, H8 1.095
2 N 1.599 1.568 -0.010  C1 1.270, C3 1.375
3 C 0.475 0.795 -0.178  N2 1.375, C4 1.392, H9 1.103
4 C 0.384 -0.565 0.107  C3 1.392, C5 1.498, H10 1.102
5 C 0.311 -1.819 -0.708  C4 1.498, C6 1.527, H11 1.080, H12 1.093
6 C -0.639 -2.866 -0.132  C5 1.527, H13 1.095, H14 1.098, H15 1.080
7 H 2.462 3.342 -0.564  C1 1.084
8 H 0.704 3.068 -1.115  C1 1.095
9 H -0.467 1.355 -0.305  C3 1.103
10 H 0.434 -0.768 1.189  C4 1.102
11 H 0.093 -1.584 -1.740  C5 1.080
12 H 1.340 -2.172 -0.600  C5 1.093
13 H -0.443 -3.061 0.928  C6 1.095
14 H -0.413 -3.833 -0.603  C6 1.098
15 H -1.682 -2.636 -0.291  C6 1.080
16 O -2.682 0.653 1.123  H17 0.972, H18 0.966
17 H -2.258 1.275 1.737  O16 0.972
18 H -2.971 -0.031 1.741  O16 0.966

The calculation puts the HOMO-LUMO gap at 6.816 eV. The calculation puts the energy above the lowest of the compared OMol25 structures with the same formula, charge and spin at 116.9 kcal/mol. The total energy is -326.94511 a.u. The value obtained for the max |F| is 2.08 eV/Å. As for the structure (SMILES): C=N/C=C/CC.O. The spin multiplicity is 1.

Q: Look up the max |F| of the first one.
A: 4.11 eV/Å

Q: Which value of max |F| does entry 2 give?
A: 6.70 eV/Å

Q: Which value of energy above the lowest of the compared OMol25 structures with the same formula, charge and spin does entry 2 give?
A: 50.1 kcal/mol

Q: Which of these has the lowest max |F|?
A: C5H11NO